Molecular formula: C4H6O5Rb
Method: DFT, the ωB97M-V functional and the def2-TZVPD basis

Its HOMO-LUMO gap is 9.10 eV. Its HOMO energy is -12.99 eV. The calculation puts the total energy at -556.02939 Eh. Its molecular weight is 219.6 u. The charge is +1.

Each line ends with the Löwdin charge.
Element x y z (Å)
O: 2.90797 -0.93932 2.82573  0.18
C: 2.11162 -1.02025 1.78527  -0.67
O: 1.17333 -0.05262 1.74314  0.04
O: 2.31551 -1.76739 0.86127  0.14
H: 2.67800 -0.23294 3.44343  0.14
C: -0.03087 -1.10282 -1.98127  0.08
C: -0.43467 0.17397 -2.00815  -0.18
O: -1.47477 0.53831 -1.14964  -0.11
C: -2.10534 1.68722 -1.32512  -0.10
O: -2.76136 1.82807 -0.19082  -0.08
Rb: -2.33899 0.17963 2.12732  0.98
H: 0.66899 -1.43245 -2.74766  0.08
H: -0.35934 -1.76920 -1.18178  0.08
H: -0.35607 0.82808 -2.87655  0.12
H: 1.31781 0.45983 0.86396  0.18
H: -3.31183 2.62188 -0.18912  0.12